{"formula": "C10H24N2O4", "method": "wB97M-V/def2-TZVPD", "symbols": ["C", "C", "C", "C", "C", "C", "C", "C", "C", "C", "H", "H", "H", "H", "H", "H", "H", "H", "H", "H", "H", "H", "H", "H", "H", "H", "H", "H", "H", "H", "H", "H", "H", "H", "N", "N", "O", "O", "O", "O"], "xyz": [[1.1979, 0.0209, 2.8182], [-0.1493, -0.5912, 2.3928], [-1.8285, -0.6686, 0.7288], [-2.7817, 0.5359, 0.8277], [0.3442, -1.6378, 0.1861], [1.5324, -1.0107, -0.3715], [2.0685, 1.4144, -0.9481], [0.8932, 2.3639, -0.8014], [0.7275, -0.0689, -2.6887], [-0.8491, -0.1208, -2.2574], [1.7812, -1.8790, 3.3410], [0.9815, 0.2715, 3.9646], [1.7942, 1.0103, 2.3843], [-0.1474, -1.5813, 2.6942], [-1.0201, -0.1099, 2.6918], [-1.9609, -1.0371, -0.2683], [-2.0200, -1.6287, 1.3842], [-2.2656, 1.5708, 1.4984], [-3.7437, 0.2753, 1.3314], [-1.8451, 1.6545, -0.4678], [0.7394, -2.7827, 0.3943], [-0.3541, -2.0372, -0.6513], [1.7983, -1.8849, -0.9822], [2.2074, -0.9365, 0.5001], [2.6943, 2.0945, -1.7597], [2.5113, 1.3899, -0.0752], [0.2602, 1.8943, -1.6641], [0.9933, 3.5230, -0.7727], [-0.0332, 1.1016, 0.4877], [0.9618, 1.0257, -3.1645], [1.0208, -0.9412, -3.3310], [-1.8264, 0.7324, -3.0552], [-1.1240, 0.2796, -1.1777], [-2.0451, -2.3822, -3.0172], [-0.3259, -0.5899, 0.8724], [1.4453, 0.0724, -1.3928], [2.1344, -1.1277, 2.6807], [-2.8092, 1.3949, -0.5396], [0.0689, 2.1314, 0.5053], [-1.0267, -1.7410, -2.2978]], "energy_ev": -21915.4898, "total_charge": 0, "homo_lumo_gap_ev": 7.694, "de_lowest_kcal_mol": 279.41, "e_lumo_ev": -0.18, "largest_force_ev_per_a": 7.50, "spin_multiplicity": 1}

{"formula": "C10H24N3O8S2", "method": "wB97M-V/def2-TZVPD", "symbols": ["C", "N", "C", "C", "C", "N", "C", "C", "N", "H", "H", "H", "H", "H", "H", "H", "H", "H", "H", "H", "H", "H", "H", "H", "H", "C", "C", "O", "S", "O", "O", "O", "H", "H", "H", "H", "C", "C", "O", "S", "O", "O", "O", "H", "H", "H", "H"], "xyz": [[3.2381, 1.0460, 0.1275], [2.0468, 1.8083, 0.5054], [0.9614, 1.6488, -0.4664], [0.2708, 0.2571, -0.3842], [-0.9617, 0.2426, 0.5520], [-1.7161, -1.0127, 0.5343], [-1.0928, -2.1004, -0.2085], [-0.4780, -1.7009, -1.5932], [-0.2031, -0.2269, -1.7136], [3.7722, 0.7192, 1.0242], [3.9074, 1.6297, -0.5153], [3.0060, 0.1231, -0.4435], [1.6766, 1.5307, 1.4043], [0.2556, 2.4685, -0.2625], [1.3731, 1.8525, -1.4682], [1.0141, -0.4281, 0.0443], [-0.6294, 0.5436, 1.5540], [-1.6396, 1.0387, 0.1883], [-2.6794, -0.8811, 0.2824], [-0.3384, -2.6562, 0.3599], [-1.8930, -2.8269, -0.4355], [-1.1404, -2.0030, -2.4113], [0.4923, -2.2067, -1.6713], [0.4845, -0.0696, -2.4464], [-1.0798, 0.2350, -1.9524], [-3.3858, -6.6399, 1.9952], [-2.5801, -5.3989, 2.3282], [-1.6050, -5.3087, 1.2796], [-2.2387, -5.8868, -0.0888], [-2.7086, -4.7774, -0.8630], [-1.3500, -6.8632, -0.6195], [-3.5091, -6.6265, 0.5668], [-2.8551, -7.5486, 2.2856], [-4.3695, -6.6307, 2.4574], [-2.0908, -5.4660, 3.2961], [-3.2025, -4.5013, 2.2955], [1.1839, 5.3529, -0.9974], [2.2543, 5.1231, 0.0542], [3.1494, 6.2264, -0.0954], [2.3201, 7.5322, -0.5664], [2.0262, 8.3261, 0.5800], [2.9443, 8.0652, -1.7300], [0.9660, 6.7618, -1.0053], [1.5323, 5.0538, -1.9900], [0.2567, 4.8327, -0.7660], [2.7812, 4.1841, -0.0834], [1.8335, 5.1586, 1.0623]], "energy_ev": -53270.7928, "total_charge": 1, "homo_lumo_gap_ev": 9.673, "e_lumo_ev": -3.35, "largest_force_ev_per_a": 1.34, "spin_multiplicity": 1}

{"formula": "C10H24N4O7P2Pt", "method": "wB97M-V/def2-TZVPD", "symbols": ["Pt", "O", "C", "O", "C", "O", "O", "C", "N", "C", "P", "O", "O", "P", "O", "N", "C", "C", "N", "C", "C", "N", "C", "C", "H", "H", "H", "H", "H", "H", "H", "H", "H", "H", "H", "H", "H", "H", "H", "H", "H", "H", "H", "H", "H", "H", "H", "H"], "xyz": [[0.1796, 0.1608, 0.1932], [3.9078, 2.2359, 0.0757], [2.8646, 1.6646, 0.0163], [2.4109, 0.5237, -0.0777], [1.4075, 2.8874, 0.1217], [1.7109, 3.9696, -0.2668], [0.4381, 2.2957, 0.6100], [-4.0372, -1.4565, -1.5782], [-3.9238, -1.8416, -0.1624], [-3.9888, -3.2857, 0.0479], [-2.9062, -0.9043, 0.7459], [-2.1341, 0.0906, -0.0220], [-1.9890, -2.0200, 1.5283], [-0.4653, -2.4428, 1.2333], [0.0226, -2.1381, -0.1341], [0.3549, -1.6736, 2.4577], [-0.1588, -1.7869, 3.8188], [1.8140, -1.8448, 2.4015], [-0.4516, -4.0751, 1.5308], [0.0506, -4.9793, 0.4967], [-1.3809, -4.6982, 2.4614], [-3.7837, -0.2197, 1.9550], [-4.7249, -1.0345, 2.7080], [-3.1233, 0.8344, 2.7273], [-5.0009, -1.7998, -1.9557], [-3.2381, -1.8968, -2.1813], [-3.9878, -0.3755, -1.6728], [-4.9270, -3.6532, -0.3698], [-3.9699, -3.5240, 1.1090], [-3.1600, -3.8082, -0.4445], [-1.2417, -1.6766, 3.8262], [0.2715, -0.9866, 4.4216], [0.1086, -2.7470, 4.2794], [2.1614, -1.7736, 1.3734], [2.1206, -2.8083, 2.8281], [2.2827, -1.0406, 2.9680], [0.7110, -4.4429, -0.1788], [-0.7685, -5.4104, -0.0904], [0.6055, -5.7937, 0.9663], [-1.7773, -3.9671, 3.1629], [-0.8697, -5.4791, 3.0278], [-2.2245, -5.1554, 1.9313], [-5.2773, -1.6792, 2.0265], [-5.4375, -0.3785, 3.2084], [-4.2295, -1.6505, 3.4694], [-2.4267, 1.3735, 2.0889], [-2.5767, 0.4326, 3.5883], [-3.8783, 1.5322, 3.0910]], "energy_ev": -52878.8736, "total_charge": 0, "homo_lumo_gap_ev": [7.696, 6.786], "e_lumo_ev": [0.21, -0.89], "largest_force_ev_per_a": 0.94, "spin_multiplicity": 3}

{"formula": "C10H24NSi", "method": "wB97M-V/def2-TZVPD", "symbols": ["C", "C", "N", "C", "C", "Si", "C", "C", "C", "C", "C", "C", "H", "H", "H", "H", "H", "H", "H", "H", "H", "H", "H", "H", "H", "H", "H", "H", "H", "H", "H", "H", "H", "H", "H", "H"], "xyz": [[2.1010, -2.0142, -0.1142], [1.5941, -0.8097, -0.2142], [2.5163, 0.4578, -0.1848], [3.2133, 0.3552, 1.1666], [3.3927, 0.6863, -1.3798], [-0.6391, -0.5819, 0.1455], [-0.4490, -0.1239, 1.9901], [-1.4626, -2.2916, -0.1667], [-2.9739, -2.0864, -0.6244], [-0.9789, 1.0219, -0.9953], [-1.7147, 2.2699, -0.4203], [-3.1507, 2.1271, 0.0360], [1.3213, -2.7019, -0.1282], [3.2046, -2.1809, -0.1949], [1.8629, 1.2932, 0.0133], [2.4732, 0.5158, 1.8732], [3.5616, -0.6921, 1.5387], [3.9381, 1.1585, 1.1781], [2.6520, 0.8405, -2.1104], [3.9860, 1.4527, -1.1008], [4.0087, -0.2951, -1.4947], [0.3661, -0.5973, 2.4492], [-0.3111, 0.8726, 2.1263], [-1.3100, -0.2572, 2.6825], [-0.8340, -2.7464, -0.8747], [-1.3075, -2.8428, 0.6709], [-3.3660, -1.3296, 0.0231], [-3.0946, -1.8884, -1.6040], [-3.6500, -2.9170, -0.5205], [-0.0378, 1.1888, -1.4813], [-1.8048, 0.5408, -1.7300], [-1.5396, 2.9128, -1.2611], [-1.0414, 2.5783, 0.4734], [-3.7012, 1.9349, -0.8355], [-3.2306, 1.2002, 0.5477], [-3.5945, 2.9489, 0.5214]], "energy_ev": -20117.1441, "total_charge": 1, "homo_lumo_gap_ev": 10.500, "de_lowest_kcal_mol": 63.82, "e_lumo_ev": -2.67, "largest_force_ev_per_a": 5.26, "smiles": "C=C([NH+](C)C)[Si@](C)(CC)CCC", "spin_multiplicity": 1}